Entry 1:
DFT (ωB97M-V/def2-TZVPD) results for C6H8O2 as an isolated structure at a distorted geometry.

Positions of all 16 atoms, in Å:
C -1.989409 -0.967558 -0.728694
C -0.623659 -0.093743 -1.021145
C 1.073909 0.839010 -0.331492
C 1.812039 0.939840 1.012891
C 0.724447 0.055311 0.919495
C -0.887004 -0.820081 0.258583
H -2.722736 -0.252280 -1.145412
H -2.280314 -2.000991 -0.961436
H -1.162200 0.943586 -1.017032
H 0.764453 2.006472 -0.319771
H 1.496723 1.949469 1.177948
H 2.965203 0.569015 1.207114
H 1.350109 -0.757552 0.355375
H -0.842708 -2.141123 0.360351
O 0.784853 -0.054282 -1.329847
O -0.463706 -0.215092 1.563072

Cartesian forces (eV/Å) of the 6 atoms listed first:
C -1.2 0.8 -2.3
C -1.4 -1.1 1.9
C -1.5 3.8 2.6
C 5.3 0.0 0.8
C 3.2 -1.0 -0.3
C -2.1 -3.5 0.7

For the total energy, the calculation gives -383.5091 hartree. The largest force on an atom is 0.10470 hartree/bohr. For the HOMO-LUMO gap, the calculation gives 0.368 Eh. The calculation puts the HOMO energy at -9.04 eV. Its relative energy (zero: lowest compared OMol25 entry of this formula, charge and spin) is 10.9120 eV.

The molecule's natural (NBO) atomic charges, reported in e, are given here:
1 C -0.365
2 C 0.032
3 C 0.015
4 C -0.350
5 C 0.018
6 C 0.000
7 H 0.222
8 H 0.216
9 H 0.201
10 H 0.162
11 H 0.204
12 H 0.204
13 H 0.188
14 H 0.212
15 O -0.489
16 O -0.472


Entry 2:
DFT (ωB97M-V/def2-TZVPD) results for C4H4BrFO as an isolated structure at a distorted geometry.

Positions of all 11 atoms, in Å:
C 0.432623 1.856831 0.070534
C -0.546913 -0.838276 -0.893578
C -0.512433 -0.917896 0.609489
C 0.526845 -0.143155 -0.160079
O 1.341651 2.527537 -0.122673
F -1.381101 -0.105812 1.262863
Br 2.347701 -0.751538 -0.131199
H -0.523962 1.882374 0.601125
H -0.155434 -1.645473 -1.520071
H -1.380016 -0.239746 -1.147644
H -0.148961 -1.624849 1.431230

Cartesian forces (eV/Å) of the 6 atoms listed first:
C -1.0 -5.8 0.7
C 1.1 -1.5 0.5
C 2.6 -0.5 1.6
C 0.4 3.8 1.0
O 1.2 1.5 -0.5
F -1.4 0.8 0.1

For the total energy, the calculation gives -2903.8068 hartree. The largest force on an atom is 0.11627 hartree/bohr. For the HOMO-LUMO gap, the calculation gives 0.351 Eh. The calculation puts the HOMO energy at -9.04 eV. Its relative energy (zero: lowest compared OMol25 entry of this formula, charge and spin) is 2.1544 eV.

The molecule's natural (NBO) atomic charges, reported in e, are given here:
1 C 0.528
2 C -0.487
3 C 0.130
4 C -0.275
5 O -0.441
6 F -0.364
7 Br 0.041
8 H 0.167
9 H 0.249
10 H 0.241
11 H 0.210


> What is the total energy in the first record?

-383.5091 hartree


> Which of these has the highest largest force on an atom?

C4H4BrFO


What did the first record say?
DFT (ωB97M-V/def2-TZVPD) results for C6H8O2 as an isolated structure at a distorted geometry.

Positions of all 16 atoms, in Å:
C -1.989409 -0.967558 -0.728694
C -0.623659 -0.093743 -1.021145
C 1.073909 0.839010 -0.331492
C 1.812039 0.939840 1.012891
C 0.724447 0.055311 0.919495
C -0.887004 -0.820081 0.258583
H -2.722736 -0.252280 -1.145412
H -2.280314 -2.000991 -0.961436
H -1.162200 0.943586 -1.017032
H 0.764453 2.006472 -0.319771
H 1.496723 1.949469 1.177948
H 2.965203 0.569015 1.207114
H 1.350109 -0.757552 0.355375
H -0.842708 -2.141123 0.360351
O 0.784853 -0.054282 -1.329847
O -0.463706 -0.215092 1.563072

Cartesian forces (eV/Å) of the 6 atoms listed first:
C -1.2 0.8 -2.3
C -1.4 -1.1 1.9
C -1.5 3.8 2.6
C 5.3 0.0 0.8
C 3.2 -1.0 -0.3
C -2.1 -3.5 0.7

For the total energy, the calculation gives -383.5091 hartree. The largest force on an atom is 0.10470 hartree/bohr. For the HOMO-LUMO gap, the calculation gives 0.368 Eh. The calculation puts the HOMO energy at -9.04 eV. Its relative energy (zero: lowest compared OMol25 entry of this formula, charge and spin) is 10.9120 eV.

The molecule's natural (NBO) atomic charges, reported in e, are given here:
1 C -0.365
2 C 0.032
3 C 0.015
4 C -0.350
5 C 0.018
6 C 0.000
7 H 0.222
8 H 0.216
9 H 0.201
10 H 0.162
11 H 0.204
12 H 0.204
13 H 0.188
14 H 0.212
15 O -0.489
16 O -0.472